# 1
{"formula": "C34H54O25S", "method": "ωB97M-V/def2-TZVPD", "elements": ["C", "C", "C", "O", "C", "O", "O", "H", "H", "H", "H", "H", "H", "C", "C", "C", "O", "C", "O", "O", "H", "H", "H", "H", "H", "H", "C", "C", "C", "O", "C", "O", "O", "H", "H", "H", "H", "H", "H", "C", "C", "C", "O", "C", "O", "O", "H", "H", "H", "H", "H", "H", "C", "C", "C", "O", "C", "O", "O", "H", "H", "H", "H", "H", "H", "C", "C", "C", "O", "C", "O", "O", "H", "H", "H", "H", "H", "H", "C", "C", "C", "O", "C", "O", "O", "H", "H", "H", "H", "H", "H", "C", "C", "C", "O", "C", "O", "O", "H", "H", "H", "H", "H", "H", "C", "S", "O", "C", "H", "H", "H", "H", "H", "H"], "coordinates": [[-12.4735, -20.6714, 18.4365], [-13.0699, -19.5585, 19.2654], [-14.6299, -19.4481, 19.2321], [-14.9981, -19.1986, 20.6049], [-13.9483, -19.5260, 21.4199], [-14.0102, -19.6244, 22.5684], [-12.8008, -19.8008, 20.6744], [-12.9187, -21.6253, 18.6898], [-11.3915, -20.7052, 18.6155], [-12.5711, -20.4430, 17.3732], [-12.6530, -18.5775, 19.0075], [-15.1275, -20.3812, 18.9417], [-14.9690, -18.6711, 18.5595], [-19.1184, -16.6142, 19.9198], [-18.2371, -17.7989, 20.3080], [-17.1109, -17.5106, 21.3272], [-17.2189, -18.5984, 22.2831], [-18.3592, -19.2837, 22.0894], [-18.7324, -20.1681, 22.7628], [-19.0227, -18.7977, 21.0233], [-19.6343, -16.2174, 20.7953], [-19.9395, -16.9883, 19.2948], [-18.5286, -15.8659, 19.4022], [-17.8277, -18.3198, 19.4341], [-17.3136, -16.5792, 21.8581], [-16.1389, -17.5422, 20.8550], [-17.8706, -17.1367, 12.8100], [-18.9702, -16.2272, 13.2543], [-19.6949, -16.6717, 14.5685], [-19.6600, -15.4306, 15.3711], [-18.8553, -14.4826, 14.7963], [-18.5915, -13.4614, 15.2537], [-18.3671, -14.9145, 13.6396], [-17.2782, -16.7001, 12.0067], [-18.2557, -18.1009, 12.4628], [-17.1909, -17.3316, 13.6447], [-19.6811, -15.9980, 12.4549], [-19.1533, -17.4597, 15.0972], [-20.7310, -16.9414, 14.3776], [-16.4872, -22.0235, 13.1174], [-16.4289, -21.8375, 14.5954], [-15.1106, -21.2751, 15.1474], [-15.5781, -20.4690, 16.3097], [-16.9253, -20.2966, 16.2040], [-17.5817, -19.7250, 16.9894], [-17.3896, -20.8345, 15.0312], [-17.4663, -22.3380, 12.7892], [-15.6718, -22.6595, 12.7803], [-16.2574, -21.0507, 12.6478], [-16.6810, -22.7860, 15.0920], [-14.6237, -20.5981, 14.4503], [-14.4456, -22.0445, 15.5249], [-15.0026, -9.9915, 20.3588], [-15.8188, -11.1232, 20.9527], [-17.3525, -10.8792, 20.9737], [-17.9160, -12.1478, 20.6271], [-16.9424, -12.9189, 20.1131], [-17.1188, -13.9575, 19.6299], [-15.7372, -12.2899, 20.1289], [-13.9884, -10.2888, 20.0776], [-14.9324, -9.1710, 21.0732], [-15.4478, -9.6387, 19.4175], [-15.4387, -11.2725, 21.9710], [-17.6610, -10.1196, 20.2594], [-17.6965, -10.6481, 21.9742], [-9.7702, -18.7271, 15.4371], [-11.0908, -18.1136, 15.1075], [-11.0478, -16.6286, 14.7352], [-11.8239, -16.5420, 13.5276], [-12.2008, -17.7644, 13.1345], [-12.9431, -17.9865, 12.2569], [-11.5818, -18.7108, 13.9020], [-9.2549, -18.1126, 16.1755], [-9.1491, -18.8045, 14.5467], [-9.9258, -19.7436, 15.7977], [-11.8208, -18.2169, 15.9136], [-10.0478, -16.2265, 14.5419], [-11.5435, -15.9767, 15.4441], [-9.9443, -12.8874, 10.6680], [-10.8667, -13.7945, 11.4217], [-11.2276, -13.2033, 12.7788], [-12.6660, -13.2967, 12.8362], [-13.1473, -13.7601, 11.6609], [-14.2687, -13.9727, 11.4466], [-12.1522, -13.9194, 10.7799], [-9.5759, -13.3889, 9.7656], [-9.0503, -12.6892, 11.2698], [-10.3937, -11.9458, 10.3676], [-10.4564, -14.8016, 11.4753], [-11.0238, -12.1266, 12.8390], [-10.8133, -13.6568, 13.6774], [-11.9556, -13.2942, 20.9001], [-13.0906, -14.2691, 20.7388], [-12.6698, -15.7090, 20.4550], [-13.7537, -16.4485, 21.1367], [-14.1740, -15.6759, 22.1731], [-14.8044, -16.0392, 23.0710], [-13.7739, -14.3861, 21.9893], [-12.3025, -12.2880, 21.1629], [-11.5358, -13.0988, 19.8924], [-11.1635, -13.6475, 21.5443], [-13.7978, -13.9362, 19.9810], [-11.7236, -16.0904, 20.8303], [-12.8131, -15.9292, 19.3996], [-16.1077, -16.0065, 17.3473], [-14.4648, -15.4697, 16.9547], [-13.4930, -16.5623, 17.2322], [-14.6695, -15.4633, 15.1867], [-16.3191, -15.8760, 18.4006], [-16.3134, -17.0090, 16.9726], [-16.7320, -15.3087, 16.7734], [-14.0757, -14.6769, 14.7161], [-15.6958, -15.1837, 14.9167], [-14.4461, -16.4367, 14.7580]], "forces_ev_per_a": [[0.60, 0.63, -0.01], [-0.94, 0.21, 0.61], [0.58, -0.76, 0.37], [1.18, -0.35, -0.62], [0.44, -0.21, -3.04], [0.00, -0.03, 2.62], [-1.16, 0.43, -0.30], [-0.08, -0.19, -0.06], [-0.21, -0.16, 0.13], [-0.32, -0.12, -0.02], [0.07, -0.19, -0.02], [0.28, 0.07, -0.05], [-0.09, 0.37, 0.16], [-0.34, -1.17, 0.12], [0.01, -0.44, 0.70], [-1.07, -0.21, 0.14], [0.33, 0.55, -0.44], [0.74, 1.53, -0.93], [-0.58, -1.33, 0.94], [-0.32, 0.34, -0.62], [0.42, 0.25, 0.14], [0.35, 0.15, -0.23], [-0.15, 0.20, 0.02], [-0.13, 0.20, -0.04], [0.24, 0.00, 0.01], [0.02, 0.26, 0.32], [0.46, -0.35, -0.07], [0.05, 1.00, 0.90], [0.67, 1.79, -0.38], [-0.15, -0.81, -0.40], [-1.07, -3.83, -1.11], [0.69, 3.59, 2.00], [-0.30, -1.69, -1.22], [-0.11, 0.07, -0.04], [-0.09, 0.14, 0.07], [-0.05, 0.00, -0.02], [0.09, -0.09, 0.13], [-0.11, 0.12, 0.01], [0.04, -0.01, 0.22], [0.68, 1.41, -0.48], [0.05, 0.02, 0.63], [-1.06, 0.56, 0.90], [-0.01, -0.91, -1.00], [1.07, -0.70, -1.55], [-0.79, 0.86, 0.89], [0.49, -0.36, 0.54], [-0.09, -0.35, -0.13], [-0.24, -0.48, 0.03], [-0.29, -0.22, 0.06], [0.01, 0.28, 0.12], [0.13, 0.00, -0.05], [0.12, 0.07, -0.03], [-0.16, 0.06, -0.76], [-0.31, 0.84, -0.14], [0.54, -0.12, 0.54], [0.47, 0.29, 0.10], [0.37, 2.45, 0.38], [-0.28, -2.90, -1.07], [0.02, -0.06, 0.61], [-0.07, -0.22, 0.37], [-0.06, 0.04, -0.08], [-0.07, 0.05, 0.31], [-0.12, -0.73, -0.21], [-0.08, -0.01, -0.10], [-0.13, 0.28, 0.05], [0.19, -0.25, 0.13], [-0.04, 0.73, -0.22], [0.04, 0.56, -0.34], [0.16, 0.39, 0.18], [1.08, -0.30, 1.25], [-0.92, -0.41, -1.26], [-0.75, 0.01, -0.13], [0.04, -0.22, 0.15], [0.03, 0.19, -0.10], [0.16, 0.07, 0.23], [-0.07, -0.31, -0.08], [0.00, -0.28, -0.10], [-0.02, -0.12, 0.40], [0.85, -0.40, -0.80], [-0.33, 0.13, 0.19], [-1.02, 0.83, 0.44], [0.38, -0.33, 0.42], [1.95, 0.40, 0.60], [-2.50, -0.39, -0.44], [0.77, -0.05, -0.39], [-0.16, 0.15, 0.04], [-0.18, 0.06, 0.05], [-0.21, 0.07, 0.18], [0.04, -0.03, 0.21], [0.29, -0.20, -0.19], [0.08, -0.35, -0.23], [0.02, 0.86, -1.61], [0.80, -0.14, 0.59], [-1.86, -0.59, -0.35], [0.99, 0.52, -0.13], [1.28, 0.97, -2.15], [-1.65, -0.95, 2.22], [-0.11, -0.16, 0.08], [-0.07, -0.36, 0.50], [0.09, -0.40, 0.36], [0.03, -0.02, 0.32], [-0.10, 0.05, -0.01], [0.15, 0.39, 0.17], [0.42, -0.16, -0.08], [-0.59, 0.21, -0.56], [-0.11, 0.59, -0.12], [0.59, -0.68, 0.31], [-0.67, 0.75, -0.93], [0.09, -0.12, 0.16], [0.17, -0.18, 0.15], [-0.11, -0.05, 0.42], [0.37, -0.26, 0.15], [0.12, -0.16, 0.15], [0.12, -0.13, 0.15]], "charge": 0, "multiplicity": 1, "relative_energy_kcal_mol": 0.0, "e_tot_ev": -98157.8966}



# 2
{"formula": "C34H55Br16INO3P", "method": "ωB97M-V/def2-TZVPD", "elements": ["C", "C", "C", "C", "C", "C", "C", "C", "C", "N", "O", "C", "O", "O", "C", "C", "I", "C", "C", "P", "C", "C", "C", "C", "H", "H", "H", "H", "H", "H", "H", "H", "H", "H", "H", "H", "H", "H", "H", "H", "H", "H", "H", "H", "H", "H", "H", "Br", "C", "C", "Br", "H", "H", "H", "H", "Br", "C", "C", "Br", "H", "H", "H", "H", "Br", "C", "C", "Br", "H", "H", "H", "H", "Br", "C", "C", "Br", "H", "H", "H", "H", "Br", "C", "C", "Br", "H", "H", "H", "H", "Br", "C", "C", "Br", "H", "H", "H", "H", "Br", "C", "C", "Br", "H", "H", "H", "H", "Br", "C", "C", "Br", "H", "H", "H", "H"], "coordinates": [[2.2856, -1.8452, 4.1275], [1.7166, -0.9684, 3.5111], [0.9086, 0.0305, 2.8019], [-0.0931, -0.6560, 1.8754], [0.5349, -0.7146, 0.4556], [1.4595, -1.7092, 0.2197], [2.0685, -1.9381, -0.9748], [1.6797, -0.9615, -2.0112], [0.8097, 0.0030, -1.6269], [0.2087, 0.1593, -0.4567], [-0.4015, -2.0461, 2.0989], [-1.5036, -2.2363, 1.2568], [-1.8244, -3.3326, 0.9317], [-2.0732, -1.0545, 0.8838], [-1.4934, -0.1105, 1.8340], [-1.5845, 1.4358, 1.4962], [-2.2095, 2.6935, 3.1946], [-2.5530, 1.7087, 0.3445], [-2.3741, 3.1828, -0.1228], [-2.6058, -0.3179, 3.3488], [-1.7885, -1.1798, 4.7686], [-0.9250, -0.2447, 5.6675], [-4.0928, -1.3590, 2.9785], [-5.0005, -0.7622, 1.8890], [2.7224, -2.6795, 4.6025], [0.4335, 0.6554, 3.5621], [1.5871, 0.6839, 2.2558], [1.7160, -2.3602, 1.0442], [2.7662, -2.7378, -1.1444], [2.1007, -1.0099, -2.9983], [0.5703, 0.7475, -2.3829], [-0.5710, 1.7479, 1.2605], [-3.5577, 1.6360, 0.7599], [-2.4155, 1.0533, -0.5219], [-3.2936, 3.7357, 0.0708], [-1.5871, 3.6960, 0.4230], [-2.2241, 3.2501, -1.2008], [-1.2165, -2.0721, 4.5089], [-2.6060, -1.5246, 5.4062], [-1.1279, 0.8038, 5.4587], [0.1238, -0.5184, 5.5795], [-1.2103, -0.4033, 6.7082], [-4.6693, -1.4892, 3.8940], [-3.8228, -2.3694, 2.6478], [-5.6463, -1.5697, 1.5376], [-4.4584, -0.3950, 1.0215], [-5.6458, 0.0270, 2.2757], [5.8230, -1.2441, 9.3919], [6.0461, -0.2844, 7.7154], [4.7249, 0.1805, 7.1647], [3.7223, -1.2762, 6.3404], [6.5778, -0.9479, 7.0409], [6.6795, 0.5668, 7.9583], [4.8790, 0.9017, 6.3648], [4.0811, 0.6151, 7.9226], [0.2882, -2.7736, -2.3477], [-0.5932, -4.5461, -2.5791], [-1.8790, -4.4446, -3.3650], [-3.3262, -3.7145, -2.2832], [-0.7335, -4.9518, -1.5805], [0.1287, -5.1561, -3.1211], [-2.2263, -5.4290, -3.6758], [-1.7903, -3.8061, -4.2380], [-2.3724, 6.4630, -0.9469], [-1.6134, 6.5445, -2.7363], [-0.5224, 5.5242, -2.9192], [1.1284, 6.0764, -2.0473], [-1.2715, 7.5629, -2.8885], [-2.4437, 6.3386, -3.4088], [-0.2686, 5.4216, -3.9710], [-0.7801, 4.5507, -2.5155], [-5.9436, 0.8090, -1.5577], [-5.2387, 0.9558, -3.3657], [-4.1334, -0.0367, -3.6073], [-2.4790, 0.5270, -2.7666], [-4.9195, 1.9847, -3.4975], [-6.0847, 0.7537, -4.0200], [-3.9041, -0.1047, -4.6699], [-4.3580, -1.0288, -3.2241], [-1.1824, 2.5442, -5.3299], [0.3318, 1.9825, -6.4183], [0.1429, 0.5891, -6.9527], [0.4442, -0.7653, -5.5930], [1.2158, 2.0918, -5.7983], [0.3790, 2.6927, -7.2408], [0.8770, 0.3834, -7.7304], [-0.8549, 0.4133, -7.3430], [3.6857, 1.6935, -8.4239], [4.2941, 0.4384, -7.0644], [5.0690, -0.7048, -7.6654], [3.8838, -1.9892, -8.5165], [3.4112, 0.1095, -6.5231], [4.9281, 1.0228, -6.4011], [5.5852, -1.2613, -6.8863], [5.7855, -0.3899, -8.4168], [6.3460, 3.0031, 10.1011], [7.3780, 2.0384, 11.4404], [8.8245, 1.9194, 11.0407], [9.0564, 0.5633, 9.6696], [6.8959, 1.0750, 11.5745], [7.2802, 2.6225, 12.3529], [9.4281, 1.5861, 11.8820], [9.2361, 2.8430, 10.6475], [-2.8715, -2.3698, -6.2597], [-4.7946, -2.6818, -6.2920], [-5.1540, -3.9896, -5.6401], [-4.7520, -5.4987, -6.8010], [-5.1049, -2.6249, -7.3302], [-5.2289, -1.8502, -5.7396], [-6.2256, -4.0441, -5.4605], [-4.6240, -4.1580, -4.7084]], "forces_ev_per_a": [[-1.46, 1.11, -1.83], [0.63, -1.29, 0.79], [0.36, -0.66, 1.17], [0.39, 0.13, -1.31], [-0.08, 0.54, 0.45], [1.41, -1.38, 1.50], [0.00, 3.51, -1.09], [2.86, -0.65, 2.43], [0.01, 1.59, -1.65], [-0.33, 0.33, 0.37], [-0.92, 0.31, -0.33], [0.71, -0.76, 0.32], [-0.42, 0.39, -0.18], [0.48, -0.63, 0.11], [-0.88, 1.22, 0.80], [-0.12, -1.46, -0.76], [0.76, 0.73, -0.56], [0.47, 1.43, 0.37], [-0.73, -0.44, 0.03], [-1.17, 0.10, 1.97], [0.45, -0.04, 0.23], [-0.50, -0.55, -0.06], [0.66, -0.81, -1.25], [-0.19, -0.30, 0.23], [0.08, -0.32, -0.09], [-0.26, -0.01, -0.09], [-0.20, 0.03, -0.32], [-0.13, -0.10, 0.07], [0.11, -0.03, -0.04], [0.05, 0.23, -0.15], [-0.20, 0.04, 0.03], [-0.14, 0.37, -0.03], [-0.13, -0.45, -0.30], [0.00, -0.06, 1.01], [0.05, 0.11, 0.03], [0.18, 0.03, -0.22], [0.24, -0.06, 0.01], [-0.03, 0.00, -0.13], [-0.28, -0.01, -0.36], [0.29, 0.07, -0.10], [0.11, 0.38, -0.04], [0.10, -0.02, 0.04], [0.29, 0.24, 0.24], [0.01, -0.02, 0.12], [-0.11, 0.12, -0.09], [0.08, 0.01, 0.04], [0.13, 0.13, 0.01], [-0.10, -0.10, -0.04], [0.04, 0.17, 0.24], [0.01, -0.22, -0.10], [0.63, 0.65, 1.03], [-0.07, -0.02, -0.04], [-0.04, 0.02, 0.00], [0.04, -0.02, 0.00], [0.06, -0.01, 0.05], [-3.21, -3.94, -1.54], [-0.12, 0.45, -0.38], [0.01, -0.28, 0.14], [0.03, 0.12, -0.02], [-0.06, 0.08, 0.01], [-0.04, 0.03, -0.04], [0.01, -0.01, 0.01], [0.05, -0.02, 0.07], [0.05, 0.25, -0.05], [-0.24, -0.11, 0.13], [0.22, 0.14, -0.11], [-0.03, -0.07, 0.05], [0.07, -0.02, -0.02], [0.04, -0.05, -0.03], [-0.05, 0.00, -0.03], [-0.05, 0.01, 0.02], [0.06, 0.07, 0.00], [-0.22, -0.14, 0.10], [0.18, 0.14, -0.17], [-0.12, -0.46, -0.36], [0.06, -0.02, -0.01], [0.02, -0.02, -0.02], [-0.02, 0.05, -0.01], [-0.01, 0.02, 0.03], [0.14, 0.05, -0.07], [-0.23, 0.21, -0.14], [0.25, -0.16, -0.06], [-0.05, -0.03, 0.12], [0.03, -0.08, -0.02], [0.04, -0.03, -0.02], [0.00, 0.06, -0.01], [-0.02, 0.08, 0.02], [-0.09, -0.04, 0.03], [0.13, 0.21, -0.02], [-0.15, -0.23, 0.08], [0.01, 0.03, -0.06], [0.02, -0.08, -0.01], [0.03, -0.03, -0.01], [-0.01, 0.04, 0.04], [-0.03, 0.09, 0.01], [-0.03, -0.11, -0.03], [-0.08, 0.25, 0.05], [0.05, -0.23, 0.01], [0.22, 0.09, -0.05], [0.05, -0.03, -0.05], [0.04, 0.01, -0.01], [-0.05, 0.00, 0.03], [-0.07, 0.04, 0.01], [-0.06, 0.11, -0.17], [0.15, 0.11, 0.14], [-0.15, -0.17, -0.18], [0.07, 0.00, 0.05], [-0.02, -0.06, 0.00], [-0.02, -0.04, 0.04], [0.00, 0.06, 0.00], [-0.01, 0.08, 0.00]], "charge": 0, "multiplicity": 1, "e_tot_ev": -1181847.6407}



| no. | LUMO level (Ha) |
| --- | --- |
| 1 | 0.0001 |
| 2 | 0.0074 |